Below is C2H10MnO10 as an isolated structure at a distorted geometry, with properties calculated with ωB97M-V/def2-TZVPD.

Each line ends with the Löwdin charge.
CARTESIAN COORDINATES (ANGSTROEM)
Mn: 11.1390 -14.7070 0.7950  0.8838
C: 10.3430 -15.2500 3.8510  -0.7886
O: 10.9820 -15.1250 2.7870  -0.0916
O: 9.1070 -15.7710 3.8800  0.1243
O: 10.8370 -15.0880 4.9910  -0.0084
H: 9.0700 -16.1210 3.0140  0.0416
C: 8.1130 -16.0760 0.7890  -0.8083
O: 6.9860 -15.6050 0.8140  0.0264
O: 8.3960 -17.4020 1.1430  0.0353
O: 9.0570 -15.2960 0.5730  -0.0919
H: 7.6240 -17.9130 1.4960  0.1332
O: 11.3870 -14.0480 -1.2140  -0.0406
H: 12.0310 -14.5170 -1.7590  0.0881
H: 11.0880 -13.4360 -1.8820  0.0886
O: 10.2370 -12.5990 1.0280  -0.0223
H: 9.2890 -12.5420 1.1810  0.0911
H: 10.5020 -11.8310 0.5430  0.0559
O: 13.1650 -13.9290 1.0530  -0.0310
H: 13.3880 -13.4140 1.8170  0.0806
H: 13.7150 -13.5470 0.3460  0.0901
O: 11.5050 -16.7280 0.0780  -0.0486
H: 12.0740 -17.4150 0.4170  0.0797
H: 10.8840 -17.2610 -0.4830  0.1126

Values from the calculation:
molar mass	249.0	g/mol
expectation value of S²	8.752
F_max	0.1205	Eh/bohr
frontier orbital gap (spin up / spin down)	6.520 / 6.601	eV
highest occupied orbital energy (spin up / spin down)	-7.712 / -7.799	eV
multiplicity	6
charge	0
energy relative to the best compared isomer or geometry (same formula, charge and spin)	1.483	eV